This record from OMol25 describes C55H32F15GeInN2O2S4Se3Te as an isolated structure. The level of theory is ωB97M-V/def2-TZVPD.

Element x y z (Å)
In 0.061 -0.881 0.903
Se 2.265 -1.967 -1.676
Se 1.378 -2.180 -3.949
Te 2.173 0.193 -4.318
Se 2.122 0.399 -1.761
C 4.599 2.391 1.223
C 3.100 2.421 1.296
C 2.343 3.089 0.334
C 0.958 3.059 0.354
C 0.322 2.335 1.353
C 1.049 1.693 2.347
C 2.435 1.746 2.313
S -1.454 2.109 1.400
O -1.720 1.348 2.670
C -1.824 3.832 1.665
C -1.183 4.472 2.756
C -1.266 5.818 2.896
C -1.942 6.597 1.918
C -1.959 8.009 1.996
C -2.599 8.754 1.048
C -3.245 8.115 -0.030
C -3.256 6.752 -0.121
C -2.614 5.953 0.856
C -2.606 4.515 0.769
C -3.600 3.925 -0.186
C -4.984 4.153 0.151
C -5.379 4.604 1.434
C -6.696 4.816 1.729
C -7.691 4.598 0.755
C -7.341 4.137 -0.482
C -5.987 3.888 -0.806
C -5.625 3.372 -2.081
C -4.333 3.058 -2.347
C -3.329 3.314 -1.381
S -1.689 2.701 -1.769
O -1.361 3.029 -3.179
C -2.235 0.982 -1.778
C -1.739 0.201 -2.810
C -2.107 -1.136 -2.887
C -2.972 -1.701 -1.958
C -3.391 -3.139 -2.071
C -3.469 -0.890 -0.940
C -3.108 0.442 -0.842
H 4.974 3.046 0.439
H 4.938 1.375 1.009
H 5.045 2.694 2.171
H 2.848 3.628 -0.459
H 0.391 3.588 -0.401
H 0.530 1.141 3.121
H 3.004 1.221 3.070
H -0.645 3.862 3.470
H -0.798 6.318 3.735
H -1.447 8.488 2.821
H -2.603 9.834 1.114
H -3.733 8.707 -0.792
H -3.745 6.277 -0.961
H -4.630 4.765 2.199
H -6.977 5.150 2.719
H -8.730 4.785 0.993
H -8.096 3.947 -1.235
H -6.399 3.211 -2.822
H -4.031 2.633 -3.297
H -1.074 0.643 -3.543
H -1.711 -1.745 -3.689
H -2.584 -3.752 -2.467
H -4.245 -3.242 -2.744
H -3.684 -3.544 -1.102
H -4.171 -1.301 -0.224
H -3.543 1.056 -0.061
F 5.480 -2.409 -0.626
C 6.236 -2.488 0.476
C 5.637 -2.734 1.701
C 6.493 -2.858 2.781
F 6.030 -3.129 4.011
C 7.868 -2.728 2.664
F 8.657 -2.854 3.732
C 8.423 -2.469 1.425
F 9.740 -2.343 1.295
C 7.601 -2.350 0.317
F 8.134 -2.116 -0.882
Ge 3.671 -2.821 1.772
S 2.873 -0.969 0.996
C 3.131 -3.123 3.634
C 3.394 -2.113 4.545
F 4.088 -1.034 4.154
C 2.977 -2.154 5.860
F 3.257 -1.160 6.702
C 2.247 -3.246 6.298
F 1.817 -3.302 7.554
C 1.963 -4.273 5.419
F 1.233 -5.317 5.829
C 2.407 -4.196 4.110
F 2.069 -5.218 3.306
C 3.092 -4.381 0.706
C 3.933 -5.306 0.113
F 5.253 -5.280 0.334
C 3.471 -6.307 -0.728
F 4.315 -7.178 -1.276
C 2.117 -6.404 -0.993
F 1.658 -7.356 -1.798
C 1.240 -5.515 -0.395
F -0.071 -5.626 -0.614
C 1.743 -4.538 0.438
F 0.844 -3.737 1.048
S 0.151 -1.582 3.784
C -1.437 -2.098 3.618
N -2.429 -1.394 3.043
C -3.714 -2.042 3.285
C -3.279 -3.492 3.528
N -1.923 -3.289 4.025
H -2.314 -0.383 2.950
H -4.378 -1.950 2.428
H -4.202 -1.615 4.165
H -3.267 -4.063 2.595
H -3.903 -4.005 4.256
H -1.281 -4.044 4.200

The HOMO energy is -7.039 eV. The strongest force on any atom is 0.4 eV Å⁻¹. The value obtained for the orbital gap is 6.202 eV. As for the energy above the lowest of the compared OMol25 structures with the same formula, charge and spin: 52.9 kcal/mol. The calculated total energy comes out at -15205.2092 hartree.